No. 1
Density functional theory data (wB97M-V/def2-TZVPD) for a single C5H9NO molecule.

Calculated values
Energy: -325.84037 Ha
Relative energy (zero: lowest compared OMol25 entry of this formula, charge and spin): 255.15 kJ/mol
2S+1: 1
HOMO level: -9.54 eV
F_max: 0.4 eV/A
Gap between HOMO and LUMO: 10.55 eV
Lowest unoccupied orbital energy: 1.01 eV
SMILES: O[C@H]1C[C@]2(CN2)C1

Atoms and positions in Å:
O  0.932  1.693  -1.793
C  0.298  0.485  -1.457
C  -0.888  0.576  -0.455
C  -0.105  -0.324  0.502
C  -0.629  -1.298  1.476
N  0.087  -0.099  1.925
C  1.058  -0.448  -0.478
H  1.247  2.097  -0.973
H  0.035  0.018  -2.410
H  -1.839  0.170  -0.817
H  -1.059  1.596  -0.089
H  -0.103  -2.235  1.649
H  -1.708  -1.348  1.618
H  -0.572  0.598  2.264
H  1.997  -0.025  -0.106
H  1.249  -1.457  -0.854

=====

No. 2
Density functional theory data (wB97M-V/def2-TZVPD) for a molecular structure, C4H9NO.

Calculated values
Energy: -287.66613 Ha
Relative energy (zero: lowest compared OMol25 entry of this formula, charge and spin): 436.69 kJ/mol
2S+1: 1
HOMO level (spin up / spin down): -8.38 / -8.38 eV
F_max: 0.4 eV/A
Gap between HOMO and LUMO (spin up / spin down): 8.30 / 8.30 eV
Lowest unoccupied orbital energy (spin up / spin down): -0.08 / -0.08 eV

Atoms and positions in Å:
C  1.362  -1.901  -0.585
C  0.864  -0.505  -0.402
N  0.216  -0.116  0.714
C  -0.357  1.159  0.036
O  0.449  2.088  -0.031
C  -1.788  1.400  0.490
H  1.879  -2.047  -1.536
H  0.618  -2.686  -0.432
H  2.113  -1.997  0.215
H  1.478  0.287  -0.830
H  -0.403  0.431  -1.204
H  -0.503  -0.783  0.994
H  -2.496  0.589  0.301
H  -2.142  2.325  0.031
H  -1.714  1.570  1.573

=====

No. 3
Density functional theory data (wB97M-V/def2-TZVPD) for 5 unconnected molecules or ions with the total composition C4H12Cl4N3O6.

Calculated values
Energy: -2615.90431 Ha
Relative energy (zero: lowest compared OMol25 entry of this formula, charge and spin): 45.83 kJ/mol
Net charge: -1
2S+1: 1
HOMO level: -4.68 eV
F_max: 3.9 eV/A
Gap between HOMO and LUMO: 6.71 eV
Lowest unoccupied orbital energy: 2.03 eV

Atoms and positions in Å:
N  0.296  0.841  0.204
H  1.024  0.628  -0.467
H  0.669  0.396  1.064
H  -0.629  0.418  0.021
H  0.144  1.785  0.547
N  -3.028  -0.087  1.451
O  -2.559  -0.095  0.291
O  -2.388  0.007  2.529
O  -4.274  -0.141  1.597
N  1.002  -1.400  3.517
O  0.022  -1.133  4.247
O  0.992  -0.972  2.338
O  1.938  -2.091  3.946
Cl  -1.407  1.502  -2.543
C  -0.678  3.046  -3.094
C  -1.093  4.192  -2.182
Cl  -0.397  4.004  -0.572
H  -0.999  3.213  -4.121
H  0.405  2.945  -3.134
H  -2.164  4.359  -2.068
H  -0.833  5.174  -2.585
Cl  2.600  -4.864  1.068
C  1.393  -3.968  0.100
C  2.069  -2.671  -0.301
Cl  0.958  -1.785  -1.378
H  0.467  -3.952  0.667
H  1.220  -4.586  -0.780
H  2.992  -2.813  -0.859
H  2.261  -1.953  0.495

=====

No. 4
Density functional theory data (wB97M-V/def2-TZVPD) for a molecular structure, C29H59ClN4PtSi2.

Calculated values
Energy: -2517.68833 Ha
Relative energy (zero: lowest compared OMol25 entry of this formula, charge and spin): 266.29 kJ/mol
Net charge: -2
2S+1: 5
HOMO level (spin up / spin down): 2.42 / -1.76 eV
F_max: 4.5 eV/A
Gap between HOMO and LUMO (spin up / spin down): 1.79 / 5.97 eV
Lowest unoccupied orbital energy (spin up / spin down): 4.21 / 4.21 eV

Atoms and positions in Å:
Pt  0.793  -1.110  0.424
Cl  0.105  0.093  -1.707
C  2.699  -3.957  -1.767
C  1.856  -2.094  -0.933
N  1.548  -3.323  -1.397
H  4.772  -3.137  -1.807
N  3.173  -1.898  -1.184
H  2.655  -4.976  -2.093
C  0.169  -3.836  -1.549
C  0.180  -5.299  -1.938
C  -0.563  -3.640  -0.246
H  0.672  -5.928  -1.185
H  -0.872  -5.619  -2.001
H  0.626  -5.469  -2.924
H  -1.567  -3.495  -2.740
H  -0.055  -3.029  -3.571
H  -0.629  -2.546  0.001
C  -0.578  -3.040  -2.608
H  -0.079  -4.198  0.562
H  -1.594  -3.986  -0.369
H  -0.747  -2.010  -2.282
C  3.710  -3.077  -1.633
C  3.769  -0.117  0.377
H  4.291  -0.799  1.057
H  4.213  0.880  0.437
C  3.882  -0.604  -1.051
H  3.833  1.371  -1.859
C  5.345  -0.722  -1.432
H  5.480  -1.015  -2.478
H  2.708  -0.010  0.685
H  2.243  0.673  -1.629
H  5.910  -1.395  -0.778
H  5.779  0.278  -1.325
C  3.261  0.443  -1.955
H  3.247  0.121  -3.000
C  -3.326  3.132  -2.575
N  -3.136  2.263  -1.528
H  -2.001  4.840  -3.159
N  -1.527  3.655  -1.439
H  -4.146  2.982  -3.289
C  -3.730  0.915  -1.378
C  -5.132  1.024  -0.804
C  -3.707  0.167  -2.704
H  -5.801  1.553  -1.486
H  -5.508  0.003  -0.633
H  -5.103  1.546  0.168
H  -3.244  -0.893  -0.305
H  -2.842  0.575  0.594
H  -2.666  0.019  -3.030
C  -2.882  0.137  -0.401
H  -4.276  0.684  -3.482
H  -4.143  -0.830  -2.541
H  -1.860  0.081  -0.784
C  -2.308  4.026  -2.526
C  0.673  3.810  -2.520
H  0.292  4.411  -3.350
H  1.720  4.099  -2.322
C  -0.118  4.019  -1.235
H  1.593  3.100  -0.279
C  -0.025  5.441  -0.721
H  -0.622  5.553  0.197
H  0.675  2.739  -2.782
H  0.210  2.048  -0.429
H  -0.370  6.154  -1.472
H  1.029  5.649  -0.471
C  0.495  3.082  -0.210
H  0.222  3.315  0.818
C  -2.185  2.735  -0.736
C  -1.029  -2.590  3.071
Si  0.603  -1.657  2.922
C  1.065  -1.178  4.707
C  1.997  -2.821  2.399
C  0.421  0.071  2.092
Si  -0.876  1.208  2.928
C  0.269  2.308  3.951
C  -1.977  2.482  2.040
C  -2.159  0.363  4.015
H  -0.785  -3.662  3.058
H  -1.721  -2.388  2.248
H  -1.562  -2.378  4.004
H  1.476  -2.089  5.189
H  1.843  -0.402  4.730
H  0.223  -0.826  5.322
H  2.297  -3.291  3.353
H  1.711  -3.613  1.700
H  2.877  -2.318  1.978
H  1.383  0.613  2.265
H  1.033  2.743  3.291
H  -0.302  3.126  4.413
H  0.773  1.738  4.742
H  -2.767  2.085  1.392
H  -2.495  3.103  2.787
H  -1.444  3.174  1.381
H  -2.722  -0.407  3.471
H  -1.739  -0.091  4.922
H  -2.878  1.133  4.340

=====

No. 5
Density functional theory data (wB97M-V/def2-TZVPD) for a molecular structure, C27H19BrClN2O4S2V.

Calculated values
Energy: -6224.78707 Ha
Relative energy (zero: lowest compared OMol25 entry of this formula, charge and spin): 0.00 kJ/mol
Net charge: +2
2S+1: 1
HOMO level: -13.73 eV
F_max: 0.9 eV/A
Gap between HOMO and LUMO: 5.42 eV
Lowest unoccupied orbital energy: -8.31 eV

Atoms and positions in Å:
V  0.400  0.460  -0.461
O  0.901  1.109  3.586
C  -0.030  0.279  4.122
C  -0.184  0.158  5.497
C  -1.162  -0.661  6.026
C  -2.014  -1.379  5.188
C  -1.862  -1.271  3.827
C  -0.869  -0.452  3.269
C  -0.747  -0.405  1.818
O  0.364  0.097  1.242
N  -1.614  -0.917  1.018
N  -1.148  -0.883  -0.305
C  -1.808  -1.739  -1.071
S  -3.218  -2.516  -0.470
C  -3.371  -3.671  -1.866
C  -2.823  -3.008  -3.109
S  -1.269  -2.186  -2.639
H  1.440  1.496  4.286
H  0.469  0.722  6.154
H  -1.264  -0.740  7.099
H  -2.779  -2.019  5.604
H  -2.501  -1.828  3.155
H  -4.428  -3.907  -1.976
H  -2.825  -4.578  -1.612
H  -3.494  -2.250  -3.509
H  -2.584  -3.731  -3.887
Br  0.021  0.833  -3.014
C  -0.537  2.643  -2.754
C  -0.864  3.401  -3.837
C  -1.288  4.725  -3.622
C  -1.359  5.218  -2.348
C  -1.006  4.422  -1.233
C  -1.064  4.937  0.084
C  -0.707  4.172  1.161
C  -0.283  2.850  0.977
C  -0.235  2.280  -0.293
C  -0.580  3.086  -1.428
H  -0.803  3.001  -4.840
H  -1.555  5.339  -4.469
H  -1.687  6.235  -2.174
H  -1.390  5.960  0.225
H  -0.741  4.579  2.162
H  0.031  2.289  1.846
Cl  4.563  -5.422  -2.774
C  4.183  -3.926  -2.034
C  5.164  -3.229  -1.337
C  4.845  -2.026  -0.740
C  3.552  -1.507  -0.855
C  2.580  -2.213  -1.560
C  2.888  -3.424  -2.141
C  3.302  -0.247  -0.170
O  3.866  0.334  0.672
O  2.065  0.439  -0.700
H  6.164  -3.633  -1.266
H  5.591  -1.474  -0.185
H  1.568  -1.833  -1.655
H  2.142  -3.990  -2.682

=====

Please write out number 1 again, unchanged.
Density functional theory data (wB97M-V/def2-TZVPD) for a single C5H9NO molecule.

Calculated values
Energy: -325.84037 Ha
Relative energy (zero: lowest compared OMol25 entry of this formula, charge and spin): 255.15 kJ/mol
2S+1: 1
HOMO level: -9.54 eV
F_max: 0.4 eV/A
Gap between HOMO and LUMO: 10.55 eV
Lowest unoccupied orbital energy: 1.01 eV
SMILES: O[C@H]1C[C@]2(CN2)C1

Atoms and positions in Å:
O  0.932  1.693  -1.793
C  0.298  0.485  -1.457
C  -0.888  0.576  -0.455
C  -0.105  -0.324  0.502
C  -0.629  -1.298  1.476
N  0.087  -0.099  1.925
C  1.058  -0.448  -0.478
H  1.247  2.097  -0.973
H  0.035  0.018  -2.410
H  -1.839  0.170  -0.817
H  -1.059  1.596  -0.089
H  -0.103  -2.235  1.649
H  -1.708  -1.348  1.618
H  -0.572  0.598  2.264
H  1.997  -0.025  -0.106
H  1.249  -1.457  -0.854